1.
C17H19N3O4 | ωB97M-V/def2-TZVPD

Element x y z (Å)
C: -5.6762 -1.4232 0.1903
C: -4.5062 -1.0176 1.0722
O: -3.3364 -1.0055 0.2786
C: -2.1420 -0.7802 0.9847
C: -1.9277 0.6867 1.3911
H: -0.9099 0.7957 1.7685
C: -2.1495 1.6416 0.2131
N: -1.2515 1.3583 -0.8813
C: -0.1219 2.0452 -1.0989
O: 0.2123 3.0530 -0.5162
C: 0.7463 1.3939 -2.1955
N: 1.0693 0.0477 -1.8175
C: 2.0210 -0.4274 -0.9869
C: 1.8572 -1.8203 -0.9677
C: 0.7499 -2.0688 -1.7991
N: 0.2932 -0.9398 -2.2898
H: 0.2958 -3.0066 -2.0432
C: 2.7484 -2.6969 -0.2453
O: 2.6847 -3.8956 -0.1706
O: 3.7761 -2.0517 0.3974
C: 3.9157 -0.7014 0.4436
C: 4.9811 -0.2225 1.2021
C: 5.1778 1.1354 1.3368
C: 4.3022 2.0308 0.7353
C: 3.2488 1.5730 -0.0268
C: 3.0511 0.2011 -0.2102
H: 2.5592 2.2846 -0.4487
H: 4.4398 3.0926 0.8678
H: 6.0048 1.5004 1.9261
H: 5.6300 -0.9387 1.6799
H: 1.6516 1.9811 -2.3551
H: 0.1756 1.3402 -3.1258
H: -1.4159 0.5016 -1.3926
H: -1.9644 2.6707 0.5282
H: -3.1755 1.5464 -0.1493
H: -2.6165 0.9584 2.1920
H: -2.1002 -1.4152 1.8822
H: -1.3463 -1.1020 0.3063
H: -4.3842 -1.7339 1.8995
H: -4.6907 -0.0242 1.5074
H: -5.4936 -2.4053 -0.2364
H: -5.7926 -0.7111 -0.6219
H: -6.5907 -1.4505 0.7758

Results
2S+1 = 1
Structure (SMILES) = CCOCCCNC(=O)Cn1ncc2c(=O)oc3ccccc3c21
Energy above the lowest of the compared OMol25 structures with the same formula, charge and spin = 44.9 kcal/mol

=====

2.
C17H19N3O6S | ωB97M-V/def2-TZVPD

Element x y z (Å)
C: 5.4309 0.2032 -0.0006
H: 5.3104 0.7206 -0.9564
H: 6.2028 -0.5582 -0.0936
H: 5.7184 0.9177 0.7753
O: 4.2606 -0.5012 0.3553
C: 3.1129 0.1534 0.5244
C: 2.9694 1.5415 0.3932
C: 1.7320 2.1420 0.5138
C: 0.6172 1.3777 0.8041
C: 0.7235 0.0165 0.9707
C: 1.9580 -0.6033 0.8273
N: 2.0045 -2.0365 0.9585
O: 0.9418 -2.6211 0.8708
O: 3.0674 -2.5772 1.1477
H: -0.1502 -0.5636 1.2219
S: -1.0223 2.0934 0.7174
O: -0.9614 3.5108 0.9200
O: -1.9070 1.3271 1.5332
N: -1.3940 1.8943 -0.9232
C: -0.7222 0.8386 -1.5872
C: 0.3621 1.1392 -2.3986
C: 1.1430 0.1432 -2.9555
C: 0.8409 -1.1781 -2.6748
C: -0.2559 -1.4939 -1.8992
C: -1.0839 -0.5047 -1.3494
N: -2.1682 -0.8194 -0.5576
C: -2.3142 -2.1657 -0.0376
H: -1.3410 -2.5595 0.2564
C: -3.2197 -2.1062 1.1968
H: -3.3882 -3.1089 1.5932
O: -4.4857 -1.5818 0.8784
C: -4.3471 -0.2636 0.3956
H: -5.3535 0.0842 0.1564
C: -3.4593 -0.2201 -0.8494
H: -3.3231 0.8129 -1.1613
H: -3.9489 -0.7845 -1.6605
H: -3.9016 0.3749 1.1689
H: -2.7414 -1.4786 1.9628
H: -2.7726 -2.8349 -0.7829
H: -0.4860 -2.5317 -1.7265
H: 1.4499 -1.9715 -3.0811
H: 1.9807 0.3979 -3.5857
H: 0.6009 2.1792 -2.5780
H: -1.2355 2.7893 -1.3667
H: 1.6158 3.2079 0.3939
H: 3.8307 2.1519 0.1773

Results
2S+1 = 1
Structure (SMILES) = COc1ccc(S(=O)(=O)Nc2ccccc2N2CCOCC2)cc1[N+](=O)[O-]
Energy above the lowest of the compared OMol25 structures with the same formula, charge and spin = 50.0 kcal/mol

=====

3.
C17H19N5O3 | ωB97M-V/def2-TZVPD

Element x y z (Å)
C: 0.0350 -1.3539 -1.8728
C: 0.7383 -0.0036 -1.3672
C: 1.0420 -2.5553 -1.7204
C: 1.1613 -2.6571 -0.2299
C: 0.3574 -3.4952 0.4991
C: 2.0254 -1.9520 0.6353
C: 1.7209 -2.4134 1.9432
C: 3.0131 -0.9138 0.4277
C: 2.5449 -1.9749 3.0043
C: 3.6526 -0.3867 1.5382
C: 3.5412 -1.0636 2.7815
C: -1.2185 0.4231 0.0708
C: -2.2578 0.4865 -1.0265
C: -1.6416 1.2109 1.2974
C: -1.7624 2.6584 0.7887
C: -2.7807 3.5169 1.0015
C: -1.3198 4.4854 -0.3557
H: -1.3178 -0.6767 -3.3816
H: 0.3234 -0.8875 -3.8112
H: -0.7738 -1.4448 -1.2114
H: 0.6056 -3.4940 -2.0865
H: 2.0555 -2.3643 -2.1758
H: -0.5421 -4.0897 0.2522
H: 0.1638 -3.7641 2.6007
H: 3.1593 -0.6633 -0.6243
H: 2.4646 -2.3736 3.9858
H: 4.2484 0.5509 1.4365
H: 4.0735 -0.7580 3.7004
H: 0.4061 1.8280 -0.4405
H: -1.1174 -0.6303 0.3013
H: -0.7869 1.2382 2.0756
H: -2.7205 0.9447 1.6003
H: -3.6148 3.3619 1.6364
H: -0.8903 5.2505 -1.0293
H: -3.0110 5.5197 0.2539
H: -3.3692 -0.5471 0.2473
N: -0.4395 -1.2908 -3.2329
N: 0.6983 -3.3073 1.8307
N: 0.1032 0.7555 -0.3997
N: -0.8434 3.2551 -0.0748
N: -2.4580 4.7109 0.3613
O: 1.7586 0.2472 -1.9561
O: -2.2394 0.9216 -2.1813
O: -3.5053 0.0893 -0.5141

Results
2S+1 = 1
Structure (SMILES) = N[C@@H](Cc1c[nH]c2ccccc12)C(=O)N[C@@H](Cc1c[nH]cn1)C(=O)O
Energy above the lowest of the compared OMol25 structures with the same formula, charge and spin = 64.2 kcal/mol

=====

| no. | Kohn-Sham gap (Eh) | DFT total energy (eV) |
| --- | --- | --- |
| 1 | 0.33579 | -30598.2195 |
| 2 | 0.26870 | -45523.7122 |
| 3 | 0.28653 | -31529.5209 |